Here is a cluster of 2 separate species, C3H6BF3O3 in total from the OMol25 dataset. Energies are from ωB97M-V with the def2-TZVPD basis set.

Atoms and positions in Å:
1 B -1.059 -1.123 -1.466
2 C 1.441 1.463 2.054
3 C -0.954 -0.435 -0.015
4 C 0.289 0.405 0.281
5 O -1.470 -2.360 -1.673
6 O -0.481 -0.336 -2.374
7 O 0.364 0.586 1.590
8 F -1.082 -1.421 0.870
9 F 1.408 -0.261 -0.180
10 F 0.281 1.624 -0.366
11 H 1.368 2.291 1.414
12 H 2.252 0.743 2.140
13 H 1.054 1.555 3.051
14 H -2.129 0.824 0.202
15 H -1.171 -2.920 -2.368
16 H -0.111 -0.634 -3.158

Values from the calculation:
Multiplicity: 1
E_HOMO in hartree: -0.371
HOMO-LUMO gap in eV: 10.33
Energy relative to the best compared isomer or geometry (same formula, charge and spin) in kJ/mol: 110.3



Here is a cluster of 13 separate species, H26O13 in total from the OMol25 dataset. Energies are from ωB97M-V with the def2-TZVPD basis set.

Atoms and positions in Å:
1 O 2.037 1.667 1.190
2 H 1.606 0.808 1.197
3 H 1.921 2.213 1.955
4 O 1.052 1.476 -2.793
5 H 0.348 1.569 -3.603
6 H 0.562 0.883 -2.170
7 O 1.893 2.903 -1.116
8 H 1.837 2.394 -0.320
9 H 1.742 2.332 -1.909
10 O -1.814 -1.825 -1.016
11 H -1.095 -2.485 -1.167
12 H -2.212 -1.943 -1.849
13 O -1.985 1.662 -0.504
14 H -1.421 2.432 -0.467
15 H -2.311 1.739 -1.423
16 O 2.357 -0.621 0.443
17 H 2.869 -1.261 -0.039
18 H 1.495 -0.551 0.052
19 O 0.595 -0.250 2.327
20 H 1.147 -0.485 3.051
21 H 0.524 -1.122 2.020
22 O 0.256 -2.520 1.516
23 H 0.432 -2.591 0.555
24 H 0.614 -3.402 1.754
25 O -2.160 -1.622 1.729
26 H -2.377 -1.713 0.790
27 H -1.462 -2.094 1.706
28 O -3.043 0.686 1.914
29 H -2.640 -0.330 2.119
30 H -2.864 1.059 0.976
31 O -0.545 3.821 -0.493
32 H -0.424 3.714 0.459
33 H 0.259 3.348 -0.744
34 O -0.067 -0.235 -0.778
35 H -0.318 0.665 -0.444
36 H -0.804 -0.858 -0.757
37 O 0.980 -3.140 -1.122
38 H 1.272 -2.518 -1.761
39 H 1.741 -3.805 -1.279

Values from the calculation:
Multiplicity: 1
E_HOMO in hartree: -0.314
HOMO-LUMO gap in eV: 7.58
Energy relative to the best compared isomer or geometry (same formula, charge and spin) in kJ/mol: 493.0



Here is a structure of composition C2ClNa6O10 from the OMol25 dataset. Energies are from ωB97M-V with the def2-TZVPD basis set.

Atoms and positions in Å:
1 Na -1.933 -0.026 -3.448
2 Na 1.449 -0.499 2.443
3 Na -3.095 2.793 1.102
4 Na 3.417 -2.286 -4.434
5 Na -4.185 -2.208 1.792
6 Na -2.409 -6.052 -3.077
7 Cl 2.805 2.867 -2.327
8 O 3.414 4.002 -1.857
9 O 3.084 2.625 -3.863
10 O 3.455 1.743 -1.702
11 O 1.411 2.483 -1.969
12 C -1.045 1.182 4.900
13 O -0.502 2.071 4.147
14 O -1.004 1.465 6.005
15 O -1.642 0.276 4.403
16 C -0.801 -2.683 -0.542
17 O -1.349 -3.644 -0.024
18 O -1.013 -1.537 -0.032
19 O -0.058 -2.573 -1.517

Values from the calculation:
Net charge: +1
Multiplicity: 1
E_HOMO in hartree: -0.232
HOMO-LUMO gap in eV: 1.65
Energy relative to the best compared isomer or geometry (same formula, charge and spin) in kJ/mol: 1448.0



Here is a structure of composition C26H27Cl5NOPbS2 from the OMol25 dataset. Energies are from ωB97M-V with the def2-TZVPD basis set.

Atoms and positions in Å:
1 Pb -0.610 0.271 0.322
2 C 1.915 -2.783 2.692
3 C 0.450 -2.688 2.365
4 C -0.078 -3.267 1.215
5 C -1.443 -3.211 0.955
6 C -2.307 -2.583 1.844
7 C -1.789 -2.003 2.995
8 C -0.423 -2.042 3.239
9 H 2.067 -3.487 3.513
10 H 2.314 -1.819 3.009
11 H 2.499 -3.142 1.845
12 H 0.583 -3.770 0.520
13 H -1.830 -3.700 0.068
14 H -3.375 -2.568 1.666
15 H -2.448 -1.531 3.713
16 H -0.030 -1.583 4.139
17 C 1.964 3.469 3.146
18 C 0.979 3.122 2.071
19 S -0.467 2.471 2.414
20 C 1.390 3.440 0.679
21 C 2.307 4.610 0.491
22 S 0.923 2.571 -0.606
23 H 1.610 3.137 4.117
24 H 2.139 4.547 3.180
25 H 2.927 2.998 2.928
26 H 3.288 4.372 0.910
27 H 1.933 5.488 1.022
28 H 2.430 4.846 -0.561
29 Cl 4.999 1.477 -4.250
30 C 3.543 0.934 -3.516
31 C 3.581 0.084 -2.415
32 Cl 5.093 -0.416 -1.768
33 C 2.399 -0.359 -1.832
34 Cl 2.439 -1.382 -0.441
35 C 1.136 0.023 -2.315
36 O 0.017 -0.400 -1.772
37 C 1.133 0.921 -3.400
38 Cl -0.389 1.562 -3.911
39 C 2.307 1.359 -4.000
40 Cl 2.238 2.456 -5.321
41 C -3.978 -3.039 -2.653
42 N -3.662 -1.589 -2.587
43 C -2.433 -1.259 -3.365
44 C -3.547 -1.102 -1.163
45 C -3.615 0.401 -1.090
46 C -4.797 1.001 -1.533
47 C -4.936 2.376 -1.539
48 C -3.891 3.159 -1.071
49 C -2.732 2.560 -0.595
50 C -2.559 1.172 -0.597
51 H -4.049 -3.343 -3.694
52 H -4.918 -3.228 -2.140
53 H -3.173 -3.586 -2.167
54 H -4.435 -1.068 -3.004
55 H -1.601 -1.822 -2.950
56 H -2.223 -0.200 -3.256
57 H -2.598 -1.507 -4.411
58 H -2.609 -1.507 -0.785
59 H -4.367 -1.562 -0.610
60 H -5.639 0.388 -1.853
61 H -5.853 2.831 -1.887
62 H -3.981 4.238 -1.064
63 H -1.941 3.194 -0.212

Values from the calculation:
Net charge: +1
Multiplicity: 1
E_HOMO in hartree: -0.378
HOMO-LUMO gap in eV: 5.72
Energy relative to the best compared isomer or geometry (same formula, charge and spin) in kJ/mol: 92.4



Here is a cluster of 3 separate species, C15H18F3N6O in total from the OMol25 dataset. Energies are from ωB97M-V with the def2-TZVPD basis set.

Atoms and positions in Å:
1 F -2.832 -0.799 -0.187
2 C -2.540 0.012 -1.208
3 F -2.702 1.290 -0.785
4 F -3.399 -0.193 -2.218
5 C -1.099 -0.145 -1.666
6 O -0.707 -1.509 -1.602
7 C 0.039 -1.982 -2.686
8 C 1.578 -1.919 -2.423
9 N 1.886 -0.979 -1.360
10 N 2.166 0.268 -1.585
11 N 2.354 0.873 -0.434
12 C 2.182 -0.037 0.520
13 N 1.882 -1.200 -0.057
14 H -0.944 0.298 -2.643
15 H -0.495 0.429 -0.963
16 H -0.213 -1.515 -3.633
17 H -0.197 -3.036 -2.787
18 H 1.945 -2.904 -2.165
19 H 2.079 -1.588 -3.320
20 H 2.239 0.097 1.584
21 H 1.689 -2.098 0.379
22 N -4.115 6.741 -0.479
23 C -5.255 6.536 0.176
24 C -5.755 5.277 0.477
25 C -5.031 4.168 0.070
26 C -3.843 4.363 -0.615
27 C -3.432 5.665 -0.862
28 H -5.791 7.430 0.474
29 H -6.687 5.171 1.014
30 H -5.388 3.169 0.283
31 H -3.249 3.529 -0.952
32 H -2.507 5.863 -1.393
33 N 3.243 -2.508 2.482
34 C 4.218 -2.895 1.652
35 C 5.064 -3.961 1.898
36 C 4.895 -4.674 3.075
37 C 3.892 -4.289 3.949
38 C 3.097 -3.207 3.609
39 H 4.327 -2.310 0.742
40 H 5.836 -4.226 1.189
41 H 5.536 -5.513 3.307
42 H 3.728 -4.816 4.878
43 H 2.304 -2.875 4.267

Values from the calculation:
Net charge: +1
Multiplicity: 1
E_HOMO in hartree: -0.409
HOMO-LUMO gap in eV: 6.67



Here is a structure of composition C3H3LiORu from the OMol25 dataset. Energies are from ωB97M-V with the def2-TZVPD basis set.

Atoms and positions in Å:
1 C -0.362 -0.741 0.742
2 O 0.331 1.438 -0.157
3 C -0.721 0.858 0.273
4 C -1.316 -0.971 -0.214
5 Ru 4.841 0.195 -0.215
6 H -1.450 1.436 0.876
7 H -2.340 -1.297 0.038
8 H -0.882 -1.340 -1.162
9 Li 1.899 0.422 -0.182

Values from the calculation:
<S²>: 8.79
Net charge: +1
Multiplicity: 6
E_HOMO (spin up / spin down) in hartree: -0.422 / -0.458
HOMO-LUMO gap (spin up / spin down) in eV: 5.24 / 6.60
Energy relative to the best compared isomer or geometry (same formula, charge and spin) in kJ/mol: 88.0



Here is the molecule C4H9NO from the OMol25 dataset. Energies are from ωB97M-V with the def2-TZVPD basis set.

Atoms and positions in Å:
1 C -0.098 -0.996 -1.649
2 C -0.478 0.492 -1.408
3 C 0.840 0.027 -0.878
4 C -0.381 0.741 2.268
5 N 1.015 -0.373 0.765
6 O -0.211 -0.423 1.436
7 H -0.578 -1.760 -1.016
8 H 0.235 -1.294 -2.546
9 H -0.418 1.087 -2.386
10 H -1.392 0.551 -0.822
11 H 1.776 0.414 -1.357
12 H 0.163 1.574 1.720
13 H 0.013 0.485 3.223
14 H -1.565 0.917 2.137
15 H 1.080 -1.442 0.515

Values from the calculation:
Structure (SMILES): CONC1CC1
Multiplicity: 1
E_HOMO in hartree: -0.324
HOMO-LUMO gap in eV: 9.99
Energy relative to the best compared isomer or geometry (same formula, charge and spin) in kJ/mol: 531.3



Here is a cluster of 2 separate species, C4H10O3 in total from the OMol25 dataset. Energies are from ωB97M-V with the def2-TZVPD basis set.

Atoms and positions in Å:
1 C -0.200 0.291 -0.678
2 C -1.340 -0.502 0.022
3 C -2.681 -0.221 -0.819
4 O -3.825 -0.630 -0.238
5 C 1.114 0.037 0.053
6 O 2.385 0.212 -0.467
7 H -0.543 1.342 -0.475
8 H -0.063 0.098 -1.744
9 H -1.061 -1.558 -0.014
10 H -1.507 -0.139 1.021
11 H -2.648 0.896 -0.772
12 H -2.655 -0.446 -1.888
13 H 0.936 0.686 0.948
14 H 1.019 -0.948 0.563
15 H 2.938 0.328 0.400
16 H 3.878 1.388 1.356
17 O 3.751 0.538 1.793

Values from the calculation:
<S²>: 0.75
Net charge: -1
Multiplicity: 2
E_HOMO (spin up / spin down) in hartree: -0.122 / -0.122
HOMO-LUMO gap (spin up / spin down) in eV: 6.54 / 4.30
Energy relative to the best compared isomer or geometry (same formula, charge and spin) in kJ/mol: 134.8



Here is a cluster of 2 separate species, C5H11OS in total from the OMol25 dataset. Energies are from ωB97M-V with the def2-TZVPD basis set.

Atoms and positions in Å:
1 C -1.312 1.002 -0.896
2 C -0.445 0.485 -1.983
3 C -0.752 0.483 -3.275
4 O 0.158 0.213 -4.290
5 H -1.125 2.063 -0.713
6 H -2.354 0.938 -1.249
7 H -1.139 0.435 0.015
8 H 0.460 -0.020 -1.637
9 H -1.769 0.635 -3.643
10 H -0.122 -0.571 -4.777
11 C 1.523 -0.508 3.440
12 C 0.530 -0.900 2.345
13 S 1.178 -0.725 0.646
14 H 1.868 0.521 3.329
15 H 2.399 -1.154 3.372
16 H 1.044 -0.619 4.422
17 H -0.403 -0.329 2.409
18 H 0.260 -1.951 2.486

Values from the calculation:
Net charge: -1
Multiplicity: 1
E_HOMO in hartree: -0.088
HOMO-LUMO gap in eV: 5.77
Energy relative to the best compared isomer or geometry (same formula, charge and spin) in kJ/mol: 118.7



Here is a structure of composition C26H30FeGeN7O3 from the OMol25 dataset. Energies are from ωB97M-V with the def2-TZVPD basis set.

Atoms and positions in Å:
1 Fe 1.208 -1.199 0.720
2 N -1.456 -1.929 0.846
3 N -1.610 -2.543 2.099
4 C -0.516 -2.921 2.775
5 N -0.630 -3.578 3.913
6 N 0.634 -2.577 2.165
7 N 1.853 -2.902 2.689
8 O 2.754 -2.462 1.964
9 O 2.015 -3.526 3.704
10 H -2.141 -1.183 0.749
11 H -1.622 -2.604 0.103
12 H -2.527 -2.828 2.410
13 H -1.534 -3.806 4.294
14 H 0.204 -3.869 4.403
15 C 4.992 0.314 -0.929
16 C 3.983 0.186 0.168
17 O 2.934 -0.472 -0.002
18 N 4.214 0.811 1.317
19 C 3.378 0.635 2.504
20 C 2.032 1.317 2.428
21 C 1.873 2.602 2.917
22 C 0.623 3.202 2.887
23 C -0.441 2.487 2.368
24 C -0.204 1.213 1.891
25 N 0.998 0.624 1.911
26 H 4.940 -0.564 -1.566
27 H 6.001 0.429 -0.538
28 H 4.754 1.191 -1.533
29 H 5.074 1.330 1.406
30 H 3.938 1.028 3.349
31 H 3.245 -0.432 2.669
32 H 2.724 3.123 3.334
33 H 0.485 4.204 3.272
34 H -1.438 2.902 2.317
35 H -1.012 0.642 1.456
36 C 1.888 0.625 -2.834
37 Ge 0.340 0.024 -1.814
38 C -0.547 -1.444 -2.748
39 C -0.504 -2.772 -2.334
40 C -1.133 -3.772 -3.062
41 C -1.816 -3.446 -4.226
42 C -1.859 -2.129 -4.659
43 C -1.227 -1.133 -3.927
44 C -0.776 1.552 -1.352
45 C -0.157 2.783 -1.384
46 C -0.809 3.961 -0.965
47 C -2.080 3.893 -0.473
48 C -2.773 2.656 -0.429
49 C -4.108 2.591 0.043
50 C -4.801 1.415 0.034
51 C -4.190 0.251 -0.475
52 C -2.896 0.283 -0.923
53 C -2.133 1.480 -0.890
54 H 1.509 1.009 -3.783
55 H 2.546 -0.217 -3.037
56 H 2.451 1.411 -2.336
57 H 0.057 -3.048 -1.442
58 H -1.080 -4.802 -2.737
59 H -2.305 -4.221 -4.802
60 H -2.384 -1.876 -5.571
61 H -1.285 -0.108 -4.278
62 H 0.861 2.871 -1.744
63 H -0.294 4.910 -1.025
64 H -2.585 4.787 -0.128
65 H -4.578 3.501 0.394
66 H -5.826 1.381 0.377
67 H -4.768 -0.662 -0.554
68 H -2.463 -0.599 -1.377

Values from the calculation:
<S²>: 8.76
Net charge: +2
Multiplicity: 6
E_HOMO (spin up / spin down) in hartree: -0.471 / -0.492
HOMO-LUMO gap (spin up / spin down) in eV: 6.87 / 6.19
Energy relative to the best compared isomer or geometry (same formula, charge and spin) in kJ/mol: 27.1



no.,E_tot (eV),maximum force (eV/A)
1,-18179.074,4.2
2,-27036.837,9.7
3,-61547.780,11.2
4,-120461.865,0.2
5,-34978.527,1.0
6,-7977.245,4.4
7,-7826.814,4.9
8,-10449.819,3.1
9,-18245.759,1.2
10,-134909.461,0.8